# 1
Here is a single C4H7NO molecule in a non-equilibrium geometry from the OMol25 dataset. Energies are from wB97M-V/def2-TZVPD.

XYZ file:
```
13
Properties=species:S:1:pos:R:3:nbo_charge:R:1
O 3.03842 -1.32814 -0.03154 -0.61
C 2.19059 -0.54296 -0.40685 0.53
N 0.88508 -0.59689 -0.02333 -0.61
C -0.14718 0.35165 -0.30493 -0.10
C -1.16763 0.77451 0.77936 -0.42
C -1.54619 -0.13558 -0.34057 -0.42
H 2.40213 0.28468 -1.10833 0.11
H 0.64487 -1.40294 0.54071 0.40
H 0.13001 1.36880 -0.46243 0.25
H -0.96132 0.43249 1.77948 0.21
H -1.56720 1.79235 0.70704 0.21
H -2.25796 0.17659 -1.09331 0.23
H -1.64363 -1.17455 -0.03530 0.22
```

## Properties
- SMILES = O=CNC1CC1
- HOMO-LUMO gap (eV) = 10.11

# 2
Here is a single C2H3NO2S molecule in a non-equilibrium geometry from the OMol25 dataset. Energies are from wB97M-V/def2-TZVPD.

XYZ file:
```
9
Properties=species:S:1:pos:R:3:nbo_charge:R:1
C -0.34337 1.03407 -1.07925 -0.47
C -1.01121 0.47561 -0.14487 0.12
O -0.73112 -0.80282 0.53681 -0.67
S 0.84645 -1.14266 1.00268 1.95
N 1.88375 -0.31180 0.38221 -0.83
O 0.99012 -2.33228 1.90184 -0.79
H -0.05970 1.87749 -1.58028 0.25
H 0.53668 0.34243 -1.03781 0.24
H -2.11160 0.85996 0.01868 0.21
```

## Properties
- SMILES = C=COS(#N)=O
- HOMO-LUMO gap (eV) = 9.34

# 3
Here is a molecular structure, BBrCuH3OP in a non-equilibrium geometry from the OMol25 dataset. Energies are from wB97M-V/def2-TZVPD.

XYZ file:
```
8
Properties=species:S:1:pos:R:3:nbo_charge:R:1
O -0.38594 -1.32053 0.93814 -1.11
P -0.07706 0.11575 0.91886 1.24
B 0.94607 0.27392 -0.68599 0.08
Br -0.22080 0.34430 -2.17883 -0.04
H 0.63479 0.66533 1.98230 -0.02
H -1.22949 0.89977 0.77914 -0.06
H 2.11864 0.20893 -0.75848 0.01
Cu -1.78622 -1.18747 -0.99514 0.90
```

## Properties
- total charge = +1
- HOMO-LUMO gap (eV) = 9.43

# 4
Here is a molecular structure, C37H43BCoN11OSSe from the OMol25 dataset. Energies are from wB97M-V/def2-TZVPD.

XYZ file:
```
96
Properties=species:S:1:pos:R:3:mulliken_charge:R:1
Co 0.95088 0.15872 -0.59486 -0.49
C 4.33361 1.31744 -1.35846 -1.37
C 4.07215 0.08982 -0.55158 1.05
C 5.06523 -0.79650 -0.13332 -1.80
C 4.41029 -1.82591 0.48534 0.26
N 3.09577 -1.58104 0.46155 0.00
N 2.86885 -0.39780 -0.16686 0.45
B 1.86346 -2.39192 0.88791 -0.57
N 1.06888 -2.75163 -0.36766 1.20
C 0.87223 -3.94304 -0.94434 -0.07
C 0.14679 -3.75585 -2.09209 -1.91
C -0.08406 -2.38053 -2.16500 0.55
C -0.80966 -1.62397 -3.21863 -1.46
N 0.48908 -1.78409 -1.10759 0.28
N 0.97720 -1.48198 1.75927 1.09
C 0.65408 -1.68261 3.04422 0.04
C -0.23952 -0.71491 3.42022 -2.15
C -0.42439 0.06965 2.28019 0.24
C -1.42646 1.14807 2.13195 -0.19
N 0.35042 -0.37522 1.28240 0.80
N 2.13685 -3.67303 1.67765 1.16
C 3.22596 -4.33769 2.14209 -0.15
C 2.80085 -5.48683 2.75573 -1.24
C 1.39672 -5.46102 2.62788 0.54
C 0.39619 -6.46145 3.11208 -1.30
N 1.01013 -4.37647 1.98504 -1.07
H 5.39387 1.55942 -1.29331 0.41
H 4.08739 1.14720 -2.40612 0.15
H 3.77503 2.18190 -1.02934 0.15
H 6.12634 -0.68876 -0.27752 0.53
H 4.81821 -2.71565 0.91562 0.35
H 1.23677 -4.84491 -0.48459 0.55
H -0.21063 -4.51310 -2.76818 0.51
H -1.72837 -2.14257 -3.49428 0.48
H -1.05988 -0.62743 -2.86932 0.05
H -0.19241 -1.52320 -4.11298 0.30
H 1.03883 -2.52726 3.58511 0.56
H -0.73541 -0.60590 4.36958 0.58
H -2.41932 0.75543 2.35194 0.33
H -1.25277 1.97781 2.80898 0.51
H -1.41179 1.50146 1.11362 -1.27
H 4.22824 -3.97461 2.04429 0.39
H 3.41289 -6.23388 3.23198 0.44
H 0.89593 -7.30839 3.57924 0.38
H -0.27764 -6.01304 3.84240 0.26
H -0.21199 -6.82767 2.28532 0.29
C -1.69674 2.56482 -1.07043 -1.40
N -0.57225 1.69344 -1.45269 0.49
C -0.24539 1.84644 -2.69138 -0.84
C 0.84325 1.15153 -3.24252 0.15
C 1.32396 1.01373 -4.54088 -1.27
C 2.31547 0.02899 -4.47517 -1.02
C 2.39054 -0.37829 -3.14344 -1.05
N 1.51773 0.32399 -2.39766 2.20
C -1.58439 4.02668 -1.48244 0.32
C -2.74969 4.78534 -1.52597 -0.66
C -2.70545 6.14298 -1.80865 -0.69
C -1.48873 6.76005 -2.06009 -0.59
C -0.32292 6.00966 -2.02522 -0.75
C -0.36755 4.65269 -1.73769 0.24
H -1.82316 2.56028 0.00507 0.81
H -2.62973 2.16094 -1.48090 0.31
H -0.80699 2.52337 -3.33385 0.68
H 0.96674 1.53780 -5.41367 0.56
H 2.91175 -0.35421 -5.28758 0.46
H 3.02739 -1.13193 -2.70807 0.57
H -3.70474 4.30733 -1.33548 0.44
H -3.62287 6.71674 -1.83949 0.40
H -1.45040 7.81772 -2.28601 0.39
H 0.63215 6.48127 -2.21852 0.42
H 0.55266 4.08380 -1.68993 0.30
Se 1.86689 2.32081 0.46951 -0.10
C 0.88940 3.12501 1.92024 0.20
C -0.06609 4.11632 1.73353 -0.17
C -0.69463 4.66016 2.84432 -0.63
N -0.43772 4.29066 4.09850 -0.63
C 0.49784 3.35699 4.27006 -0.40
C 1.18491 2.75401 3.22822 -0.33
H -0.32082 4.46075 0.74244 0.59
H -1.44827 5.43102 2.72020 0.40
H 0.70477 3.07310 5.29673 0.38
H 1.92625 1.99026 3.42413 0.42
O -2.86083 -3.55940 0.00555 -0.74
S -2.65849 -2.11109 0.29907 0.90
C -3.52509 -1.19630 -1.03572 0.13
C -4.92478 -0.79062 -0.55482 -0.67
C -5.25557 -1.66631 0.65210 -0.76
C -3.97781 -1.67583 1.47393 -0.54
H -3.55536 -1.92523 -1.84483 0.38
H -2.90049 -0.35709 -1.34493 -0.62
H -5.65982 -0.89642 -1.35301 0.38
H -4.92360 0.25954 -0.25140 0.23
H -5.48690 -2.68439 0.33400 0.30
H -6.10553 -1.28372 1.21906 0.41
H -3.93482 -2.40890 2.27761 0.58
H -3.75884 -0.68548 1.87260 -0.02
```

## Properties
- HOMO-LUMO gap (alpha / beta) (eV) = 8.21 / 6.01

# 5
Here is a single C6H12 molecule from the OMol25 dataset. Energies are from wB97M-V/def2-TZVPD.

XYZ file:
```
18
Properties=species:S:1:pos:R:3:nbo_charge:R:1
C 0.08082 -1.81841 -0.58629 -0.60
C 0.52338 -0.41097 -0.17960 -0.22
C 1.60230 -0.45301 0.90840 -0.60
C -0.66356 0.41321 0.28011 -0.22
C -0.62909 1.91149 0.20640 -0.42
C -1.53133 1.13043 -0.71136 -0.42
H -0.66464 -1.78189 -1.38825 0.21
H 0.93180 -2.41326 -0.93791 0.21
H -0.36915 -2.34915 0.26216 0.20
H 0.94944 0.08135 -1.06729 0.19
H 2.13698 0.49944 0.97852 0.21
H 1.15783 -0.64975 1.89164 0.20
H 2.33745 -1.24106 0.71043 0.21
H -1.17812 -0.01041 1.14364 0.21
H -1.08304 2.48512 1.00981 0.21
H 0.25660 2.37139 -0.22587 0.21
H -1.25523 1.06719 -1.76148 0.21
H -2.60244 1.16829 -0.53306 0.21
```

## Properties
- SMILES = CC(C)C1CC1
- HOMO-LUMO gap (eV) = 11.44

# 6
Here is 2 unconnected molecules or ions with the total composition CH5OPS in a non-equilibrium geometry from the OMol25 dataset. Energies are from wB97M-V/def2-TZVPD.

XYZ file:
```
9
Properties=species:S:1:pos:R:3:nbo_charge:R:1
C -1.00781 1.11505 0.08586 -0.95
O 0.42461 -1.22111 0.91453 -0.98
P 0.25768 -0.21714 -0.32967 1.09
S -0.50913 -1.38995 -1.88958 -0.42
H -1.15236 1.80381 -0.79920 0.27
H -2.11430 0.81917 0.17663 0.25
H -0.79146 1.51409 0.97861 0.22
H 0.93977 -1.96466 0.59060 0.51
H 3.95299 -0.45926 0.27222 0.00
```

## Properties
- HOMO-LUMO gap (alpha / beta) (eV) = 7.11 / 9.17

# 7
Here is 8 unconnected molecules or ions with the total composition C4H23NO9S in a non-equilibrium geometry from the OMol25 dataset. Energies are from wB97M-V/def2-TZVPD.

XYZ file:
```
38
Properties=species:S:1:pos:R:3:nbo_charge:R:1
O -2.74881 0.29365 0.67140 -0.68
C -1.82067 0.03924 -0.07820 0.56
N -0.53314 0.33058 0.22742 -0.62
C -0.16956 1.10706 1.41203 -0.12
C 0.03783 2.56662 0.83536 -0.05
O -1.20217 3.25979 0.92916 -0.75
C 1.07906 0.64705 2.13212 -0.51
S 1.28445 -1.18311 2.20728 -0.06
H -1.87988 -0.57909 -0.97439 0.15
H 0.12392 0.13031 -0.49861 0.41
H -1.00814 1.13781 2.09633 0.25
H 0.22422 2.57877 -0.23283 0.19
H 0.79239 3.10495 1.42050 0.16
H -1.63731 3.18495 1.78206 0.50
H 1.99591 1.04030 1.69067 0.22
H 1.10790 1.00797 3.15807 0.24
H 0.32551 -1.67205 1.41200 0.12
O 0.83296 -2.25875 -3.36704 -0.98
H 0.43655 -2.72624 -4.10649 0.47
H 0.30976 -2.49267 -2.57956 0.49
O 0.03048 -3.30361 -0.95359 -0.95
H -0.05075 -2.41581 -0.59451 0.46
H 0.74477 -3.71834 -0.46014 0.51
O 1.31308 0.73998 -3.05491 -0.96
H 1.18097 0.39582 -3.94437 0.50
H 1.45560 1.68423 -3.19541 0.48
O -3.18436 1.38335 -1.91649 -0.94
H -3.92867 1.22092 -1.32572 0.48
H -2.69542 2.05769 -1.42683 0.47
O 3.46259 -0.29746 -1.74139 -0.98
H 3.35050 -1.03694 -2.34084 0.47
H 2.70534 0.28038 -1.93706 0.49
O 3.01982 -3.20443 -0.14080 -0.96
H 3.60631 -2.88196 -0.83216 0.48
H 2.95240 -2.42242 0.42425 0.48
O -3.19620 2.10160 2.65214 -0.99
H -3.40790 1.42374 3.29890 0.48
H -3.08470 1.62107 1.80544 0.50
```

## Properties
- SMILES = O=CN[C@H](CO)CS.O.O.O.O.O.O.O
- HOMO-LUMO gap (eV) = 9.82

# 8
Here is a molecular structure, C8H7O3S in a non-equilibrium geometry from the OMol25 dataset. Energies are from wB97M-V/def2-TZVPD.

XYZ file:
```
19
Properties=species:S:1:pos:R:3:nbo_charge:R:1
C -1.47365 0.64722 0.08818 -0.08
C -0.48425 1.52226 0.24059 0.02
C 0.11722 -1.06559 -0.03530 -0.32
C -1.33344 -0.68906 -0.03601 -0.11
C 0.80681 1.61773 0.13935 0.01
C 1.20263 -0.23932 0.05554 -0.20
C -2.36808 -1.68253 -0.23852 -0.62
C 1.85553 2.59310 0.21727 -0.71
O 3.14621 -2.02875 0.09837 -0.98
O 3.67572 0.20361 1.01516 -1.01
O 3.29981 0.00403 -1.38914 -1.00
S 3.04716 -0.60664 -0.06933 2.38
H 0.44007 -2.04920 0.06964 0.24
H -1.91041 -2.66994 -0.11042 0.21
H -2.81990 -1.67066 -1.29126 0.21
H -3.24056 -1.67782 0.33579 0.21
H 1.75131 3.13954 1.24588 0.23
H 1.73758 3.17995 -0.73505 0.23
H 2.76429 1.94085 0.06360 0.30
```

## Properties
- total charge = -1
- HOMO-LUMO gap (eV) = 8.14